# C6H4

The molecule C6H4 at a distorted geometry (wB97M-V/def2-TZVPD, OMol25).

```
! RIJCOSX wB97M-V def2-TZVPD def2/J DEFGRID3
* xyz 0 3
C -0.2537 -0.7368 0.0203
C 1.6180 -0.3791 1.9919
C 0.9212 -0.4316 0.9364
C -0.1839 0.6895 -1.0682
C -1.1427 0.4811 0.0254
C 0.9392 0.1147 -0.5527
H -0.6196 -1.5812 -0.5749
H -2.2006 0.5687 -0.3339
H -0.8702 1.1972 0.7340
H 1.7923 0.0775 -1.1783
*
```

The max |F| comes out at 0.104 Eh/bohr. Its orbital gap (alpha / beta) is 6.6 / 5.7 eV.

=====

# C4H6O2

The molecule C4H6O2 (wB97M-V/def2-TZVPD, OMol25).

```
! RIJCOSX wB97M-V def2-TZVPD def2/J DEFGRID3
* xyz 0 1
C -1.1000 -1.2559 -0.7561
C -1.1133 0.1027 -0.1624
O -0.4392 0.3596 1.0616
C 0.8509 0.8683 0.9122
O 1.7410 -0.0873 0.3948
C -0.3894 -0.3570 -1.3668
H -1.4284 -2.2824 -0.6700
H 1.5222 -0.9146 0.8439
H -1.9936 0.7443 -0.2247
H 0.8853 1.7081 0.2063
H 1.1621 1.2017 1.9106
H 0.3023 -0.0876 -2.1494
*
```

The structure (SMILES) is OCOC1C=C1. The max |F| comes out at 0.007 Eh/bohr. Its orbital gap is 10.8 eV.